The following is a DFT calculation (ωB97M-V/def2-TZVPD) of a structure of composition C13H25F3NO7S2.

The geometry in XYZ format:
```
51
C13H25F3NO7S2, DFT ωB97M-V/def2-TZVPD
C 1.922 -1.554 -0.663
C 0.822 -1.916 0.347
C 0.028 -3.188 -0.007
C -1.461 -2.957 -0.259
C -1.697 -2.144 -1.524
S -3.408 -1.669 -1.844
O -3.972 -2.810 -2.522
O -3.324 -0.412 -2.550
N -4.101 -1.559 -0.427
S -4.173 -0.262 0.458
O -5.099 0.729 -0.018
O -4.274 -0.691 1.835
C -2.559 0.569 0.498
O -2.445 1.559 -0.521
C -1.233 2.041 -0.743
F -0.519 2.246 0.391
F -1.349 3.218 -1.365
F -0.473 1.250 -1.520
H 1.602 -1.816 -1.674
H 2.847 -2.076 -0.416
H 2.124 -0.482 -0.640
H 1.273 -2.036 1.335
H 0.133 -1.070 0.440
H 0.135 -3.926 0.793
H 0.466 -3.643 -0.904
H -1.936 -2.482 0.604
H -1.958 -3.924 -0.381
H -1.069 -1.250 -1.577
H -1.458 -2.758 -2.396
H -1.768 -0.179 0.412
H -2.529 1.030 1.484
C 5.703 -4.301 -0.354
C 6.026 -3.010 0.362
O 5.220 -2.115 0.447
C 7.407 -2.899 0.965
H 4.689 -4.263 -0.743
H 6.406 -4.459 -1.175
H 5.803 -5.144 0.332
H 8.165 -3.012 0.188
H 7.562 -3.697 1.693
H 7.519 -1.933 1.450
C -1.994 5.610 0.550
C -2.329 6.605 1.631
O -2.005 6.449 2.785
C -3.100 7.831 1.191
H -1.460 4.758 0.961
H -2.909 5.265 0.065
H -1.381 6.094 -0.213
H -4.049 7.532 0.743
H -2.535 8.375 0.431
H -3.284 8.477 2.046
```

* multiplicity: 1
* HOMO energy: -5.977 eV
* net charge: -1
* F_max: 0.37 eV/A
* Kohn-Sham gap: 8.07 eV

Here are the Löwdin charges for atoms 1 to 8, given in e: number 1, C, carries -0.102; number 2, C, carries -0.245; number 3, C, carries -0.218; number 4, C, carries -0.240; number 5, C, carries -0.256; number 6, S, carries 0.492; number 7, O, carries -0.346; number 8, O, carries -0.330



The following is a DFT calculation (ωB97M-V/def2-TZVPD) of a structure of composition C33H26BrClINO3PPd in a non-equilibrium geometry.

The geometry in XYZ format:
```
68
C33H26BrClINO3PPd, DFT ωB97M-V/def2-TZVPD
Pd -0.885 -0.591 -0.627
C 3.457 3.351 0.551
C 2.466 2.637 1.208
C 1.671 1.735 0.516
C 1.860 1.521 -0.851
C 2.854 2.259 -1.503
C 3.644 3.162 -0.809
P 0.713 0.459 -1.814
C 1.773 -0.753 -2.657
C 3.153 -0.899 -2.490
C 3.844 -1.893 -3.165
C 3.171 -2.764 -4.008
C 1.799 -2.638 -4.174
C 1.107 -1.643 -3.506
C -2.385 -0.074 -1.909
C -2.926 -0.944 -2.867
C -4.040 -0.590 -3.613
C -4.648 0.644 -3.423
C -4.144 1.523 -2.481
C -3.024 1.173 -1.733
H 4.074 4.057 1.093
H 2.300 2.785 2.270
H 0.904 1.193 1.033
H 3.004 2.134 -2.569
H 4.407 3.722 -1.338
H 3.686 -0.246 -1.817
H 4.913 -1.998 -3.017
H 3.713 -3.549 -4.522
H 1.256 -3.323 -4.813
H 0.032 -1.563 -3.619
H -2.467 -1.917 -3.016
H -4.441 -1.283 -4.346
H -5.520 0.920 -4.004
H -4.624 2.483 -2.319
Br -0.787 4.797 2.732
C -1.458 3.681 1.343
C -1.135 3.956 0.028
C -1.650 3.147 -0.973
C -2.478 2.070 -0.672
C -2.771 1.807 0.668
C -2.265 2.607 1.680
H -0.482 4.784 -0.212
H -1.385 3.336 -2.005
H -3.370 0.941 0.923
H -2.485 2.392 2.717
Cl 0.629 -0.032 7.891
C 0.243 -0.326 6.215
C -0.972 -0.906 5.892
C -1.270 -1.126 4.558
C -0.361 -0.789 3.562
C 0.855 -0.212 3.913
C 1.162 0.031 5.242
C -0.712 -1.022 2.110
O 0.261 -0.972 1.292
O -1.891 -1.245 1.805
H -1.672 -1.172 6.672
H -2.221 -1.548 4.262
H 1.556 0.040 3.127
H 2.099 0.489 5.526
N -0.856 -4.006 1.111
C -0.348 -3.669 -0.115
O -1.038 -3.484 -1.093
C 1.162 -3.556 -0.183
I 2.067 -5.485 -0.510
H -1.829 -3.770 1.225
H -0.281 -3.780 1.905
H 1.572 -3.142 0.733
H 1.414 -2.924 -1.030
```

* multiplicity: 1
* HOMO energy: -3.876 eV
* net charge: -1
* energy relative to the best compared isomer or geometry (same formula, charge and spin): 0.000 eV
* F_max: 1.99 eV/A
* Kohn-Sham gap: 6.04 eV

Here are the Löwdin charges for atoms 1 to 8, given in e: number 1, Pd, carries 0.707; number 2, C, carries -0.114; number 3, C, carries -0.098; number 4, C, carries -0.114; number 5, C, carries -0.437; number 6, C, carries -0.135; number 7, C, carries -0.110; number 8, P, carries 0.926



The following is a DFT calculation (ωB97M-V/def2-TZVPD) of the ion C10H12BrN2 with charge +1 in a non-equilibrium geometry.

The geometry in XYZ format:
```
25
C10H12BrN2, DFT ωB97M-V/def2-TZVPD
C -1.163 -2.781 -1.695
N -0.400 -2.037 -0.826
C 0.081 -1.500 0.094
N 0.346 -0.922 1.195
C 0.698 -1.469 2.413
Br 1.538 -3.198 2.386
C 0.576 -0.691 3.475
C -0.026 0.584 3.325
C -0.168 1.186 2.128
C 0.146 0.446 0.933
C 0.423 0.841 -0.331
C -0.276 2.066 -0.762
C 1.231 0.074 -1.397
H -0.720 -3.123 -2.660
H -1.421 -3.583 -1.082
H -2.031 -2.268 -1.998
H 0.821 -0.822 4.484
H -0.175 1.106 4.339
H -0.404 2.222 1.856
H -1.247 1.761 -1.423
H 0.293 2.737 -1.567
H -0.528 2.598 0.044
H 1.797 0.835 -1.807
H 0.616 -0.305 -2.281
H 1.966 -0.546 -1.010
```

* multiplicity: 1
* HOMO energy: -11.573 eV
* SMILES: C[N+]#CN1C(Br)=CC=CC1=C(C)C
* net charge: +1
* energy relative to the best compared isomer or geometry (same formula, charge and spin): 4.689 eV
* F_max: 6.79 eV/A
* Kohn-Sham gap: 7.80 eV

Here are the Löwdin charges for atoms 1 to 8, given in e: number 1, C, carries -0.015; number 2, N, carries 0.176; number 3, C, carries -0.090; number 4, N, carries 0.023; number 5, C, carries -0.606; number 6, Br, carries 0.818; number 7, C, carries -0.091; number 8, C, carries -0.045



The following is a DFT calculation (ωB97M-V/def2-TZVPD) of a cluster of 5 separate species, C19H50BN4O7 in total in a non-equilibrium geometry.

The geometry in XYZ format:
```
81
C19H50BN4O7, DFT ωB97M-V/def2-TZVPD
C 0.317 4.078 -0.138
C -1.215 3.771 0.361
C -1.937 2.507 -0.430
O -1.661 1.186 0.223
N -2.148 0.209 -0.559
C -1.168 -0.263 -1.608
N -1.590 -1.520 -2.399
C -1.234 -2.785 -1.653
C -0.049 -2.601 -0.536
N 1.191 -3.148 -0.813
N 0.022 0.346 -1.951
B 0.987 -0.153 -3.033
O 2.457 -0.080 -2.725
O 0.599 -0.653 -4.367
C 1.360 -1.941 -4.492
H 0.689 3.344 -0.976
H 1.049 3.957 0.786
H 0.459 5.183 -0.545
H -1.851 4.758 0.224
H -1.192 3.516 1.505
H -3.094 2.748 -0.441
H -1.567 2.503 -1.553
H -2.516 -0.595 0.033
H -2.650 -1.484 -2.477
H -0.836 -3.557 -2.472
H -2.173 -3.334 -1.163
H -0.161 -2.031 0.499
H 1.830 -2.962 -0.004
H 0.332 1.234 -1.453
H 2.513 0.212 -1.759
H 2.427 -1.781 -4.993
H 0.692 -2.714 -5.095
H 1.537 -2.454 -3.431
C -5.563 -3.457 0.919
C -4.159 -3.618 1.480
C -4.189 -3.915 2.971
O -3.419 -2.421 1.252
H -6.084 -2.621 1.400
H -5.525 -3.231 -0.152
H -6.153 -4.366 1.065
H -3.643 -4.428 0.954
H -4.661 -3.095 3.525
H -3.172 -4.016 3.364
H -4.738 -4.838 3.179
H -3.870 -1.696 1.716
C -2.572 7.228 -3.488
C -2.357 7.095 -1.989
C -1.614 8.296 -1.427
O -1.611 5.910 -1.722
H -1.615 7.285 -4.018
H -3.098 6.351 -3.881
H -3.157 8.122 -3.725
H -3.325 6.993 -1.486
H -0.622 8.391 -1.883
H -1.455 8.180 -0.349
H -2.170 9.222 -1.602
H -0.750 5.992 -2.165
C 3.355 -3.893 3.746
C 1.948 -3.631 3.235
C 1.044 -4.834 3.456
O 1.999 -3.328 1.843
H 3.813 -4.736 3.218
H 3.997 -3.023 3.570
H 3.351 -4.113 4.818
H 1.528 -2.757 3.745
H 1.421 -5.710 2.917
H 0.038 -4.635 3.072
H 0.971 -5.082 4.519
H 2.371 -4.099 1.383
C 5.183 0.625 2.139
C 5.715 -0.453 1.208
C 4.944 -0.483 -0.102
O 5.609 -1.723 1.847
H 4.132 0.441 2.392
H 5.739 0.626 3.083
H 5.265 1.616 1.683
H 6.777 -0.274 1.007
H 3.886 -0.705 0.070
H 5.330 -1.271 -0.757
H 5.019 0.476 -0.626
H 4.670 -1.890 2.029
```

* multiplicity: 1
* HOMO energy: -12.130 eV
* net charge: +1
* F_max: 5.78 eV/A
* Kohn-Sham gap: 8.20 eV

Here are the Löwdin charges for atoms 1 to 8, given in e: number 1, C, carries -0.121; number 2, C, carries -0.193; number 3, C, carries -0.150; number 4, O, carries -0.160; number 5, N, carries 0.040; number 6, C, carries -0.103; number 7, N, carries 0.034; number 8, C, carries -0.170



The following is a DFT calculation (ωB97M-V/def2-TZVPD) of a structure of composition C2B3CaF18O6S2 in a non-equilibrium geometry.

The geometry in XYZ format:
```
32
C2B3CaF18O6S2, DFT ωB97M-V/def2-TZVPD
Ca -20.566 0.215 20.778
B -19.692 1.035 18.146
F -18.487 1.177 17.518
F -20.728 1.302 17.290
F -19.935 -0.245 18.425
F -19.818 1.774 19.313
B -20.004 1.021 23.485
F -20.016 -0.328 23.106
F -18.712 1.503 23.645
F -20.556 1.839 22.530
F -20.791 1.151 24.607
B -21.422 -2.312 20.329
F -21.735 -1.748 19.124
F -22.105 -1.652 21.324
F -21.831 -3.654 20.406
F -20.040 -2.144 20.467
C -23.353 3.156 22.474
F -24.453 4.075 22.535
F -22.203 3.731 22.534
F -23.446 2.333 23.497
S -23.595 2.269 20.731
O -22.535 1.245 20.636
O -24.964 1.854 20.676
O -23.277 3.351 19.786
C -16.210 -1.414 19.483
F -14.951 -1.469 19.537
F -16.498 -0.843 18.297
F -16.723 -2.659 19.598
S -16.767 -0.265 20.963
O -15.901 0.920 20.895
O -18.225 -0.023 20.741
O -16.614 -1.019 22.216
```

* multiplicity: 2
* HOMO energy (alpha / beta): -4.142 / -4.142 eV
* net charge: -2
* F_max: 4.10 eV/A
* Kohn-Sham gap (alpha / beta): 8.19 / 3.02 eV

Here are the Löwdin charges for atoms 1 to 8, given in e: number 1, Ca, carries 1.610; number 2, B, carries -1.467; number 3, F, carries 0.158; number 4, F, carries 0.155; number 5, F, carries 0.145; number 6, F, carries 0.071; number 7, B, carries -1.370; number 8, F, carries 0.085



The following is a DFT calculation (ωB97M-V/def2-TZVPD) of a structure of composition C4H7NO5 in a non-equilibrium geometry.

The geometry in XYZ format:
```
17
C4H7NO5, DFT ωB97M-V/def2-TZVPD
C -0.246 0.281 0.750
C 1.297 1.444 -1.764
C 1.542 1.376 -0.269
C -0.838 -1.561 1.288
N -1.477 -1.895 0.048
O -0.784 -2.149 -0.916
O -1.016 1.160 0.930
O -2.697 -1.821 0.045
O -1.669 -1.487 2.342
O 0.934 0.173 0.282
H 1.714 0.569 -2.254
H 0.231 1.487 -1.974
H 1.768 2.337 -2.165
H 1.113 2.243 0.242
H 2.603 1.287 -0.036
H 0.101 -2.071 1.467
H -2.575 -1.374 1.984
```

* multiplicity: 1
* HOMO energy: -9.508 eV
* energy relative to the best compared isomer or geometry (same formula, charge and spin): 4.940 eV
* F_max: 4.63 eV/A
* Kohn-Sham gap: 9.33 eV

Here are the Löwdin charges for atoms 1 to 8, given in e: number 1, C, carries -0.380; number 2, C, carries -0.053; number 3, C, carries -0.176; number 4, C, carries -0.172; number 5, N, carries -0.389; number 6, O, carries 0.087; number 7, O, carries 0.158; number 8, O, carries 0.081